1.
Density functional theory data (ωB97M-V/def2-TZVPD) for one molecule with the formula C6H13NO2 at a distorted geometry.

Geometry (Å):
O -2.4953 -0.6350 -0.8101
O 1.0932 2.0389 1.5649
N 0.4296 0.4738 -0.3143
C -1.3113 -0.8458 -0.6147
C -0.5932 -0.1714 0.5486
C -0.5589 -1.9026 -1.3842
C -0.0947 1.5577 -1.1282
C 1.5167 1.0545 0.6873
C -0.0677 -1.2005 1.5411
H 0.7620 -1.7680 1.1252
H -0.7458 2.2537 -0.5793
H 0.2979 -0.7062 2.4391
H -0.8654 -1.9015 1.7815
H 0.7358 2.1123 -1.5709
H 1.9513 0.2600 1.2906
H -1.2597 0.5569 1.0318
H -0.6678 1.1330 -1.9518
H -0.9910 -2.0115 -2.3763
H -0.6720 -2.8550 -0.8674
H 0.4976 -1.6598 -1.4484
H 2.2627 1.4158 -0.0287
H 0.7759 2.8008 1.0641

Atoms 1-2, force components in eV/Å:
0.64 0.09 -0.38
-0.51 0.27 0.17

As for the LUMO energy: 0.74 eV. The SMILES is CC(=O)[C@@H](C)N(C)CO. As for the total charge: 0. As for the gap between HOMO and LUMO: 9.8617 eV. As for the relative energy (zero: lowest compared OMol25 entry of this formula, charge and spin): 43.3 kcal/mol. The calculation puts the maximum force at 5.13 eV Å⁻¹. The value obtained for the HOMO energy is -9.1 eV.

2.
Density functional theory data (ωB97M-V/def2-TZVPD) for C47H42N2O4P2Ti as an isolated structure.

Geometry (Å):
Ti 0.4542 0.5118 -0.2324
P 2.4251 -0.4879 1.5254
P -2.2762 -0.6700 -1.2047
O 3.0665 3.5545 -1.0221
O -1.7747 0.6562 3.2447
O -0.6770 0.0313 1.3421
O 1.9762 1.5975 -1.0195
N 0.8330 -1.5065 -0.9041
N 0.4317 2.2357 0.8576
C 1.0500 -1.5353 5.2211
C 6.0775 -0.3928 3.4567
C 0.4381 -2.7621 5.0052
C -4.8563 0.2701 -1.7286
C 4.5525 1.2657 1.8290
C 0.5592 0.4261 -3.9098
C -0.9489 -0.4497 -6.0516
C -0.9064 0.9938 2.2254
C 1.1206 -0.4125 -4.8545
C -3.4237 -3.3622 2.5456
C -1.3129 -1.8796 -2.2034
C 1.3328 3.1816 0.6224
C -3.8929 -1.5151 1.0698
C -1.3769 1.6791 -2.8894
C 4.8312 -0.8051 3.0175
C 0.5930 -3.5467 -1.8406
C -1.3725 0.9426 -1.5138
C 4.0570 0.0192 2.1984
C 0.5570 4.4294 2.4933
C -2.9355 -1.9484 0.1382
C 1.7253 -1.4514 2.9041
C -6.0658 0.3771 -2.3939
C 1.8111 -3.5356 -1.1152
C 0.4586 -3.3241 3.7375
C -5.3410 -1.2840 -3.9572
C 2.2140 2.8022 -0.5728
C 1.0885 -2.6719 2.6872
C -0.5053 2.9454 -2.7371
C 1.4616 4.3245 1.3680
C -0.7784 0.8262 -3.9977
C -2.1980 -3.0964 0.4802
C 0.3662 -0.8628 -5.9318
C 5.8056 1.6780 2.2622
C 6.5687 0.8525 3.0763
C -3.8753 -0.6360 -2.1388
C 0.0319 -2.2974 -1.6829
C -2.4520 -3.7919 1.6520
C -1.5121 0.3880 -5.0962
C -4.1416 -2.2073 2.2393
C -4.1357 -1.3979 -3.2761
C -0.3317 2.2079 2.0453
C 3.0102 -1.7620 0.3214
C -6.3153 -0.4028 -3.5151
C -0.2948 3.4308 2.8326
C 1.6843 -0.8853 4.1773
C -2.7725 2.1900 -3.2685
C 1.9149 -2.2783 -0.5631
H -3.3879 -2.0843 -3.6487
H 0.5410 2.7044 -2.5786
H 4.4477 -1.7726 3.3205
H 2.1944 5.0789 1.1295
H -2.5509 0.6696 -5.1980
H -4.8998 -1.8393 2.9237
H -2.0193 -0.2591 3.0517
H -3.6080 -3.8996 3.4690
H 3.5018 -2.5901 0.8442
H -0.9386 3.5241 3.6995
H 1.1666 0.7526 -3.0747
H 0.8026 -1.5307 -6.6652
H -2.7303 2.8085 -4.1712
H 2.1477 -0.7326 -4.7320
H 0.1562 -4.3718 -2.3844
H -3.4975 1.3970 -3.4376
H -4.6478 0.9333 -0.8985
H -1.9262 -2.7824 -2.2850
H -3.1503 2.8117 -2.4536
H -4.4499 -0.6038 0.8891
H -1.2274 -1.4651 -3.2087
H 1.0601 -3.1054 1.6942
H -0.0740 -3.2663 5.8162
H 2.1368 0.0847 4.3493
H -1.4119 -3.4569 -0.1721
H -1.8693 1.6231 -0.8017
H 3.7824 -1.2375 -0.2573
H 6.1723 2.6516 1.9637
H -1.5529 -0.7900 -6.8857
H -0.0443 -4.2640 3.5499
H 7.5435 1.1790 3.4193
H 2.5186 -4.3437 -0.9957
H 1.0170 -1.0706 6.1994
H -0.8437 3.5208 -1.8724
H -6.8063 1.0896 -2.0485
H -1.8727 -4.6857 1.8637
H -0.5861 3.5749 -3.6307
H -5.5112 -1.8870 -4.8423
H 0.5789 5.3318 3.0988
H -7.2545 -0.3116 -4.0487
H 6.6655 -1.0409 4.0958
H 3.9614 1.9268 1.2065

Atoms 1-2, force components in eV/Å:
-0.19 -0.32 0.61
-0.04 -0.06 -0.19

As for the LUMO energy (alpha / beta): 4.37 / 4.37 eV. As for the total charge: -2. As for the gap between HOMO and LUMO (alpha / beta): 3.9377 / 4.1369 eV. As for the relative energy (zero: lowest compared OMol25 entry of this formula, charge and spin): 0.0 kcal/mol. The calculation puts the maximum force at 0.71 eV Å⁻¹. The value obtained for the HOMO energy (alpha / beta) is 0.4 / 0.2 eV. As for the spin multiplicity: 3.

3.
Density functional theory data (ωB97M-V/def2-TZVPD) for C21H25HfOSe as an isolated structure at a distorted geometry.

Geometry (Å):
Hf 0.1409 -0.2109 0.0401
Se -1.3735 1.4823 1.7798
O -0.9932 -0.2348 -1.4060
C -1.1569 -0.3050 5.6262
C 0.8356 -1.8643 1.6667
C 1.4204 1.1943 -1.4576
C 1.2469 -2.3246 0.3970
C 2.2758 0.2025 -0.9398
C 0.3327 1.5712 4.1954
C 0.7239 1.2010 5.4865
C 2.4401 0.4525 0.4446
C -0.0139 0.2554 6.1981
C -0.5707 -1.8664 1.6887
C 1.0059 2.0078 -0.3981
C -1.6473 0.7473 -2.1571
C 1.6391 1.5465 0.7827
C -1.0291 -2.3153 0.4391
C -0.1448 -1.2975 -4.6472
C 0.0073 1.2338 -5.0600
C -0.6154 0.0795 -4.3683
C -0.7920 0.9816 3.5866
C 0.0931 -2.5988 -0.3602
C -1.5498 0.0645 4.3352
C -1.8725 0.2795 -3.5991
H 0.9261 -1.3323 -4.8542
H 2.2627 -2.4471 0.0657
H -0.4361 1.4107 -6.0518
H -2.0558 -2.3463 0.1211
H -1.1006 1.6951 -2.1582
H 1.4767 -1.5495 2.4718
H -1.7395 -1.0258 6.1847
H 0.0730 -2.9139 -1.3890
H -0.3545 -1.9606 -3.8090
H 2.7420 -0.5838 -1.5077
H 0.2910 2.8091 -0.4463
H -0.1225 2.1628 -4.5017
H -2.4465 -0.3716 3.9145
H 1.5984 1.6539 5.9377
H 3.0425 -0.1247 1.1234
H -2.6112 0.9430 -1.6743
H 0.9129 2.3270 3.7007
H -2.5025 1.0323 -4.0828
H 0.2919 -0.0306 7.1964
H 1.0749 1.2460 -2.4758
H -2.4564 -0.6439 -3.5563
H 1.4863 1.9434 1.7703
H -0.6437 -1.7365 -5.5245
H -1.1867 -1.5263 2.5000
H 1.0758 1.0881 -5.2261

Atoms 1-2, force components in eV/Å:
0.09 0.81 2.28
-0.04 -0.52 0.60

As for the LUMO energy: 2.57 eV. As for the total charge: -1. As for the gap between HOMO and LUMO: 2.9784 eV. The calculation puts the maximum force at 2.42 eV Å⁻¹. The value obtained for the HOMO energy is -0.4 eV.

4.
Density functional theory data (ωB97M-V/def2-TZVPD) for C25H49Br15O16S4 as an isolated structure at a distorted geometry.

Geometry (Å):
Br -8.2387 9.9204 -2.4076
Br -9.2089 8.5005 0.4001
Br -10.4071 7.6115 -2.3966
Br -9.9084 12.0420 -5.6188
Br -7.7189 18.2033 -0.6609
Br -6.1810 10.4641 0.3744
Br -9.9186 18.8084 -3.9328
Br -12.3760 10.6223 -4.1827
Br -6.4161 17.2975 2.1197
Br -4.7773 13.3026 0.9059
Br -4.3412 11.8299 -1.9038
Br -12.9646 13.2552 -5.9711
Br -12.5687 17.0782 -3.4702
Br -9.4562 16.4430 1.2932
Br -10.6410 16.4718 -6.0047
S -14.7417 14.3416 -2.9247
S -9.6116 13.5021 -1.5850
S -6.1284 12.4960 -10.5392
S -15.7140 9.5748 0.0143
O -4.3202 15.8870 -1.4897
O -7.2654 11.6432 -10.6689
O -15.3852 15.1836 -1.6878
O -5.3975 15.9902 -3.4136
O -7.2983 17.1107 -7.6412
O -17.0125 9.9184 -0.4976
O -8.6312 13.6199 -0.5238
O -7.1969 18.1568 -5.6632
O -4.7864 12.1193 -10.9745
O -13.4011 14.0097 -2.5269
O -15.0849 15.0052 -4.1510
O -6.0053 12.9994 -8.9991
O -10.5761 12.4318 -1.5271
O -14.9698 11.0024 0.2965
O -14.8290 8.6838 -0.6722
O -8.7473 13.2021 -2.9359
C -4.9224 18.0016 -5.2524
C -16.4890 16.0373 -1.9666
C -7.6231 16.7351 0.6884
C -16.0350 9.0706 1.7142
C -16.0515 17.4207 -2.4968
C -7.5256 14.7445 -4.4132
C -6.2270 18.5833 -4.7098
C -3.1054 17.8903 -1.4988
C -11.3569 17.8752 -4.7789
C -6.6464 14.0413 -11.3296
C -5.1263 17.9007 -6.7577
C -13.0685 12.4371 0.6208
C -4.9950 13.9482 -8.6195
C -9.7269 9.1448 -1.3945
C -11.6815 12.3411 -4.7768
C -10.2651 15.1541 -2.0523
C -3.7904 17.7745 -2.8584
C -6.6610 17.6616 -6.7976
C -4.6258 16.5057 -2.6442
C -4.2041 13.3918 -7.4325
C -13.6308 11.0315 0.8008
C -15.7353 12.8253 -2.8266
C -7.4846 13.8893 -3.1686
C -3.1271 16.4771 -0.9445
C -5.6011 12.1241 -0.4453
H -11.9258 18.5507 -5.4031
H -3.4452 14.1612 -7.2710
H -4.8452 17.0045 -4.8151
H -3.5935 18.6297 -0.8648
H -13.7601 13.0621 1.1932
H -5.7525 14.4902 -11.7635
H -6.3549 18.2866 -3.6709
H -4.3039 13.9614 -9.4653
H -4.9084 18.8350 -7.2783
H -16.7148 9.7772 2.1844
H -2.1131 18.2789 -1.7358
H -3.8420 12.4040 -7.7065
H -7.9362 14.1926 -5.2583
H -17.2933 15.6168 -2.5752
H -10.5218 9.8673 -1.2589
H -16.0862 17.4046 -3.5829
H -12.9657 10.3531 0.2634
H -2.2145 15.9825 -1.2810
H -3.9984 18.5477 -5.0651
H -7.2474 13.7345 -12.1808
H -6.4121 12.7525 -0.7921
H -11.5033 12.9357 -3.8904
H -6.2897 19.6756 -4.7259
H -8.0227 15.7040 -4.2679
H -7.1986 15.8887 0.1621
H -13.1089 12.7066 -0.4326
H -11.2072 15.3139 -1.5418
H -16.9853 16.1633 -1.0016
H -13.5986 10.8025 1.8677
H -16.7809 18.1173 -2.0801
H -4.3168 18.6816 -3.1312
H -3.0949 17.3697 -3.5986
H -15.0704 17.7190 -2.1383
H -9.4621 15.8862 -1.9866
H -7.0767 14.6787 -10.5647
H -12.0757 12.5571 1.0469
H -10.4124 15.0897 -3.1323
H -4.7560 13.3137 -6.4956
H -6.7326 13.1016 -3.2202
H -4.6518 17.0990 -7.3177
H -7.2452 14.4659 -2.2735
H -15.1322 9.0545 2.3235
H -16.4922 8.0832 1.7193
H -6.5208 14.9927 -4.7658
H -16.7016 12.9894 -3.2930
H -15.8494 12.6365 -1.7575
H -5.4941 14.8900 -8.3895
H -15.1975 11.9527 -3.1923
H -3.1814 16.4766 0.1399

Atoms 1-2, force components in eV/Å:
-0.80 -0.25 0.43
-0.17 0.43 -0.65

As for the LUMO energy: -0.51 eV. As for the total charge: 0. As for the gap between HOMO and LUMO: 9.0586 eV. The calculation puts the maximum force at 2.46 eV Å⁻¹. The value obtained for the HOMO energy is -9.6 eV.

5.
Density functional theory data (ωB97M-V/def2-TZVPD) for C16H28BCl3O3Pb as an isolated structure at a distorted geometry.

Geometry (Å):
Pb 1.3325 -0.6377 0.6776
Cl 2.0060 -2.7794 1.5761
Cl -0.4412 -0.7885 -1.9448
Cl -0.5697 0.6717 1.6111
O -1.7506 -2.2181 -0.3578
O -2.8485 -0.1637 -0.3828
O 0.1224 1.1161 -4.4249
C -5.1658 -0.7251 -0.1923
C 2.8639 2.3552 -0.7268
C -3.1129 -2.5148 -0.3790
C -3.7543 -1.1582 0.1926
C 2.4611 2.8090 0.5671
C -3.1917 -3.8037 0.4150
C 4.2034 0.3529 -1.6200
C 2.7330 1.9023 2.9563
C 2.2112 2.7565 -1.9928
C -3.5172 -2.7675 -1.8520
C -3.6614 -1.1460 1.7239
C 4.5517 -0.1168 1.4551
C 3.8083 1.3040 -0.5518
C 3.1505 2.0213 1.5404
C 4.0067 1.1164 0.8467
C 1.3303 3.7136 0.8342
B -1.6834 -0.8809 -0.7125
H 2.8016 3.5047 -2.5244
H 1.6739 4.6876 1.1813
H -5.4132 0.2142 0.3231
H -2.6506 -1.3527 2.0803
H -3.3267 -1.8916 -2.4924
H -4.5631 -3.0517 -1.9297
H 2.5075 0.8469 3.2310
H -5.3313 -0.6041 -1.2677
H -5.9481 -1.4182 0.1678
H -3.9905 -0.1744 2.1130
H -2.7988 -3.7315 1.4453
H 4.5053 -0.9784 0.7503
H 3.9538 -0.4366 2.3397
H -0.7138 1.0577 -4.8878
H -2.9248 -3.6064 -2.2297
H 1.8116 2.4703 3.1628
H -4.3518 -1.8919 2.1345
H 3.5106 2.2482 3.6358
H 1.9983 1.9048 -2.6679
H 5.5932 -0.0109 1.7853
H 0.6233 3.2953 1.5750
H 3.9892 -0.6901 -1.3112
H 3.6195 0.5203 -2.5373
H -2.6389 -4.6009 -0.1071
H -4.2157 -4.1923 0.4861
H 0.7144 3.8580 -0.0697
H 1.2156 3.1870 -1.7956
H 5.2650 0.4180 -1.8497

Atoms 1-2, force components in eV/Å:
1.49 2.43 -1.86
0.25 -1.94 1.13

As for the LUMO energy: 4.18 eV. As for the total charge: -2. As for the gap between HOMO and LUMO: 4.4626 eV. As for the relative energy (zero: lowest compared OMol25 entry of this formula, charge and spin): 6.9 kcal/mol. The calculation puts the maximum force at 3.40 eV Å⁻¹. The value obtained for the HOMO energy is -0.3 eV.

6.
Density functional theory data (ωB97M-V/def2-TZVPD) for C34H30BrF4N2PSiV as an isolated structure.

Geometry (Å):
Br 0.7831 -2.4942 -2.0663
V 1.1418 -0.3026 -0.5816
P -1.2815 -0.5224 -0.4770
Si 1.2593 3.1301 0.3677
F -4.1198 -4.8220 0.4128
F -3.7788 -2.1993 0.5141
F -0.1096 -5.3251 -1.9465
F -2.2997 -6.4114 -0.8166
N 2.9337 0.2398 -1.6164
N 1.5886 1.7301 -0.5977
C 3.4971 2.5424 -1.9721
C 0.0303 2.6646 1.6871
C 2.6667 1.5585 -1.3851
C 4.5684 2.1339 -2.7246
C 2.8280 3.7273 1.2070
C 1.3174 -1.7020 2.2282
C -2.8121 -2.9192 -0.0593
C -3.4378 1.3217 -4.1114
C -1.6184 1.2455 -2.5451
C 1.4014 -2.9393 4.7485
C 1.8901 -1.6492 4.5827
C -2.5233 0.1122 3.3416
C -0.7775 -3.1694 -1.2371
C -1.8714 -0.3751 2.2213
C -3.5245 1.0652 3.2052
C 0.8750 -3.6166 3.6555
C -2.1037 -5.1001 -0.7491
C -3.0247 -4.2897 -0.1192
C -3.2395 1.0217 0.8173
C 1.8467 -1.0343 3.3416
C -3.3961 -0.3675 -2.3999
C 0.5441 4.5238 -0.6706
C 4.8335 0.7750 -2.9240
C 1.2204 -1.0659 0.9367
C -4.0133 0.2176 -3.4946
C 3.9794 -0.1481 -2.3578
C -1.6784 -2.3225 -0.5899
C -2.2301 0.0750 0.9530
C -0.9787 -4.5308 -1.3236
C -2.1929 0.1421 -1.9159
C 0.8382 -3.0098 2.4103
C -3.8798 1.5189 1.9445
C -2.2423 1.8374 -3.6350
C 4.1695 -1.6255 -2.5307
H 3.9838 -2.1413 -1.5882
H -1.7883 2.6955 -4.1136
H 5.1766 -1.8556 -2.8733
H 3.2684 2.9215 1.7993
H 1.2152 4.8121 -1.4831
H 3.2814 3.5902 -1.8197
H 5.2196 2.8756 -3.1719
H -2.2379 -0.2455 4.3225
H -0.0544 3.4731 2.4184
H -3.9217 1.7766 -4.9660
H 0.4955 -4.6242 3.7737
H 5.6821 0.4475 -3.5067
H 0.3587 5.4130 -0.0626
H -3.5267 1.3816 -0.1622
H -0.4079 4.2241 -1.1171
H 2.2191 -0.0249 3.2164
H -4.9464 -0.1860 -3.8656
H 2.3042 -1.1165 5.4300
H -0.6772 1.6439 -2.1756
H -1.0761 -1.0990 2.3381
H 0.4324 -3.5411 1.5561
H -4.0259 1.4547 4.0818
H -3.8624 -1.2195 -1.9204
H 1.4334 -3.4138 5.7207
H 3.4715 -2.0163 -3.2760
H 0.3443 1.7573 2.2084
H -0.9664 2.4832 1.2804
H 2.5952 4.5521 1.8858
H -4.6583 2.2626 1.8333
H 3.5895 4.0784 0.5090

Atoms 1-2, force components in eV/Å:
0.03 0.00 -0.01
-0.10 0.09 0.05

As for the LUMO energy (alpha / beta): 0.12 / 0.03 eV. As for the total charge: 0. As for the gap between HOMO and LUMO (alpha / beta): 7.1204 / 6.7357 eV. As for the relative energy (zero: lowest compared OMol25 entry of this formula, charge and spin): 0.0 kcal/mol. The calculation puts the maximum force at 0.14 eV Å⁻¹. The value obtained for the HOMO energy (alpha / beta) is -7.0 / -6.7 eV. As for the spin multiplicity: 2.

> Which of these has the lowest maximum force?

C34H30BrF4N2PSiV